Molecular formula: C22H73AgF3O18
Method: DFT, ωB97M-V/def2-TZVPD

Summary:
molecular weight: 790.67 g mol⁻¹
E_tot: -2682.534220 Eh
HOMO (spin up / spin down): -8.90 / -8.56 eV
frontier orbital gap (spin up / spin down): 0.33447 / 0.20323 hartree
2S+1: 2
largest force on an atom: 3.1 eV/Å
⟨S²⟩: 0.759

XYZ file:
```
117
Properties=species:S:1:pos:R:3:lowdin_charge:R:1
Ag -28.9428 -5.5284 -22.0108 0.92
C -25.4960 -5.4275 -21.5651 -0.38
O -25.6941 -4.1834 -22.2176 -0.11
O -26.7816 -5.9067 -21.2594 -0.26
C -24.4931 -6.4575 -22.2537 -0.51
F -24.6493 -7.7399 -21.7668 0.10
F -24.6436 -6.4819 -23.5920 0.13
F -23.2117 -6.1382 -22.0447 0.14
C -24.6487 -3.2550 -22.3630 -0.27
C -25.2924 -2.0217 -22.9797 -0.07
H -25.5596 -2.2008 -24.0212 0.07
H -26.1639 -1.6799 -22.4214 0.08
H -24.6146 -1.1690 -22.9402 0.07
H -23.7796 -3.5550 -22.9486 0.12
H -24.2419 -2.9522 -21.3982 0.12
H -25.0633 -5.1952 -20.5921 0.14
C -27.5624 -9.1388 -23.3012 -0.04
C -28.9211 -8.8838 -22.6813 -0.50
C -28.9163 -9.1897 -21.2181 -0.03
O -29.4570 -7.6143 -22.9969 -0.13
H -27.6185 -9.3982 -24.3584 0.07
H -27.0642 -10.0356 -22.9327 0.05
H -26.8234 -8.3398 -23.2414 0.08
H -29.5062 -9.6582 -23.1773 0.14
H -29.9255 -9.0885 -20.8190 0.07
H -28.2886 -8.4447 -20.7291 0.08
H -28.5514 -10.1899 -20.9844 0.08
C -29.0858 -6.0363 -18.8777 -0.15
O -29.9448 -6.0558 -19.9886 -0.17
H -28.8302 -7.0226 -18.4903 0.06
H -28.1358 -5.5283 -19.0442 0.07
H -29.5557 -5.6096 -17.9916 0.08
H -30.7286 -6.5792 -19.8062 0.03
C -28.9840 -12.9600 -22.9188 -0.17
O -28.3566 -13.9357 -22.1436 -0.11
H -28.4445 -12.0129 -22.9075 0.06
H -29.0899 -13.3097 -23.9457 0.08
H -29.9782 -12.8288 -22.4915 0.06
H -28.1350 -13.5299 -21.3022 0.02
C -32.3977 -4.4851 -22.1918 -0.13
O -31.2667 -5.2697 -22.5173 -0.18
H -32.6663 -3.7796 -22.9781 0.08
H -33.2714 -5.0963 -21.9656 0.08
H -32.1793 -3.9344 -21.2769 0.09
H -31.5520 -5.9472 -23.1347 0.05
C -31.3280 -11.8386 -19.9446 -0.17
O -32.6846 -12.1486 -19.6639 -0.11
H -31.1353 -11.4715 -20.9527 0.06
H -30.8666 -11.1084 -19.2798 0.06
H -30.8147 -12.7825 -19.7608 0.09
H -32.8381 -12.9586 -20.1557 0.08
C -26.4783 -7.5680 -27.4128 -0.09
O -27.0729 -8.8711 -27.1567 -0.16
H -25.4463 -7.7505 -27.7126 0.09
H -26.9430 -6.9643 -28.1923 0.08
H -26.5400 -6.9823 -26.4957 0.05
H -27.9231 -8.7660 -26.7235 0.02
C -28.8524 -11.7245 -26.3179 -0.18
O -29.4115 -12.8852 -26.8711 -0.11
H -27.8825 -11.8714 -25.8426 0.08
H -28.7392 -11.0230 -27.1444 0.07
H -29.5869 -11.2381 -25.6760 0.07
H -28.7491 -13.2769 -27.4451 0.08
C -25.3346 -11.2152 -21.3335 -0.18
O -24.2162 -11.7555 -20.7030 -0.09
H -25.9069 -11.9441 -21.9072 0.08
H -25.9711 -10.6720 -20.6349 0.08
H -24.9356 -10.5292 -22.0806 0.06
H -24.4272 -11.6688 -19.7705 0.06
C -30.5953 -7.9464 -26.4916 -0.11
O -29.2547 -7.9020 -25.9960 -0.13
H -31.0846 -7.0993 -26.0109 0.08
H -30.7485 -7.7461 -27.5520 0.09
H -31.1465 -8.8750 -26.3437 0.07
H -29.2812 -7.8653 -25.0371 0.04
C -27.5204 -5.0367 -24.7486 -0.13
O -28.5882 -4.3708 -24.0411 -0.17
H -27.3285 -6.0630 -24.4358 0.06
H -27.6288 -5.0309 -25.8332 0.08
H -26.6193 -4.4509 -24.5674 0.07
H -28.8533 -3.5968 -24.5433 0.09
C -24.6475 -10.1425 -25.3171 -0.17
O -25.0441 -10.4831 -26.6224 -0.12
H -24.7897 -9.0810 -25.1143 0.07
H -25.1863 -10.7064 -24.5557 0.06
H -23.5875 -10.3404 -25.1574 0.08
H -25.7512 -9.8765 -26.8541 -0.01
C -25.5086 -7.3095 -17.9578 -0.12
O -26.3817 -7.8507 -18.9389 -0.16
H -25.8188 -7.6712 -16.9774 0.08
H -24.4751 -7.6009 -18.1449 0.08
H -25.5078 -6.2220 -18.0322 0.08
H -26.3843 -7.3739 -19.7721 0.03
C -26.7526 -13.4474 -18.7739 -0.17
O -27.7904 -13.0104 -19.5353 -0.11
H -25.8523 -12.8420 -18.6689 0.07
H -27.1102 -13.5376 -17.7482 0.08
H -26.4173 -14.4573 -19.0100 0.10
H -28.1350 -12.1717 -19.2200 0.06
C -28.3809 -9.8588 -16.9378 -0.18
O -27.9667 -10.0527 -18.2344 -0.13
H -28.3403 -8.8028 -16.6705 0.07
H -29.3987 -10.2473 -16.9032 0.08
H -27.7162 -10.2720 -16.1791 0.08
H -27.3157 -9.3794 -18.4451 0.03
C -32.8633 -9.2264 -23.5936 -0.11
O -32.2304 -7.9505 -23.5037 -0.15
H -32.6712 -9.6174 -24.5927 0.07
H -32.4749 -9.8231 -22.7683 0.07
H -33.9246 -9.0948 -23.3826 0.08
H -31.2894 -8.0527 -23.3437 0.01
C -32.2607 -8.5578 -19.0100 -0.11
O -32.3453 -7.2111 -19.5298 -0.12
H -31.3381 -8.7336 -18.4569 0.08
H -33.1302 -8.8454 -18.4190 0.09
H -32.2624 -9.2754 -19.8305 0.06
H -33.1603 -7.2303 -20.0369 0.09
```